(1)
C32H43InN2O4P2 as an isolated structure at a distorted geometry. Source: the OMol25 dataset; level of theory: the ωB97M-V functional and the def2-TZVPD basis.

Gap between HOMO and LUMO: 7.32 eV
LUMO level: 0.394 eV
Highest occupied orbital energy: -6.92 eV

Each line ends with the Mulliken charge.
Element x y z (Å)
C: -0.54549 -1.30261 -4.19618  -1.556
C: -0.21931 -1.25441 -2.80211  0.884
N: -0.57406 -0.11228 -2.09363  0.498
C: -1.26204 0.90107 -2.68536  0.672
C: -1.56582 0.88986 -4.04639  -0.967
C: -1.18858 -0.24051 -4.80549  -0.521
C: 0.49744 -2.28867 -2.13880  -1.280
P: 0.61170 -2.21488 -0.36575  0.895
In: 0.00000 0.00000 0.00000  2.782
P: -0.85214 2.13585 -0.18278  0.770
C: -1.79196 2.00366 -1.78643  -1.480
C: 0.35980 0.05942 2.04254  -0.308
C: -0.49037 -0.60493 2.96386  0.761
C: -0.27303 -0.55726 4.34971  -0.849
C: 0.80830 0.16374 4.87698  -0.635
C: 1.66598 0.83517 3.99413  -0.832
C: 1.44152 0.78036 2.60922  -0.569
O: 2.92375 -0.76214 -2.73800  -0.757
O: 2.29921 1.85694 -2.41310  -0.632
H: -0.26856 -2.19480 -4.76599  0.468
H: -2.10893 1.72484 -4.49627  0.476
H: -1.42297 -0.28295 -5.87506  0.405
C: -0.42499 -3.52131 0.42827  -1.122
C: 2.32047 -2.71194 0.12401  -1.287
H: -1.83871 2.96869 -2.32017  0.637
H: -2.82901 1.73992 -1.49959  0.368
H: 2.11084 -1.32878 -2.53713  0.330
H: 0.64853 -3.23471 -2.67529  0.293
C: -2.07392 2.75241 1.04291  -0.998
C: 0.31662 3.53048 -0.43019  -1.159
H: -1.34762 -1.17383 2.58583  0.210
H: -0.95726 -1.08823 5.02301  0.441
H: 0.97984 0.20200 5.95852  0.378
H: 2.51848 1.40535 4.38335  0.380
H: 2.13498 1.32186 1.95110  0.292
H: 1.36692 0.20936 0.03268  -0.728
H: 3.14107 2.09104 -1.98226  0.298
H: 2.45352 0.89889 -2.65116  0.369
H: 3.16953 -1.03406 -3.64039  0.272
H: 1.17198 0.60049 -0.67025  0.180
H: -0.12175 -4.52612 0.08554  0.571
H: -0.31711 -3.45549 1.52486  0.273
H: -1.47709 -3.34024 0.15726  0.167
H: 2.51780 -3.76367 -0.14982  0.408
H: 3.03238 -2.06075 -0.40906  0.339
H: 2.44227 -2.58487 1.21306  0.362
H: -0.21460 4.46580 -0.67915  0.428
H: 0.89942 3.67217 0.49618  0.325
H: 0.99673 3.23566 -1.24850  0.302
H: -2.51208 3.71965 0.74157  0.618
H: -2.86706 1.99655 1.16115  -0.291
H: -1.55786 2.86207 2.01133  0.426
C: -6.45104 3.57298 1.92699  -1.687
C: -5.31886 2.89153 2.65472  1.373
C: -4.50891 3.68368 3.48123  -0.990
C: -3.45963 3.12388 4.19194  -0.943
C: -3.19197 1.76808 4.08341  -1.271
C: -3.95674 0.92682 3.25230  0.332
N: -3.57712 -0.45640 3.25302  0.335
C: -4.13553 -1.51024 2.48329  -0.650
C: -4.94309 -2.42487 3.18272  -0.151
C: -5.52638 -3.51045 2.54199  -0.644
C: -5.30920 -3.70936 1.18698  -0.730
C: -4.48912 -2.83714 0.47308  -1.194
C: -3.86096 -1.72572 1.09139  0.542
C: -2.86442 -0.97069 0.24115  0.227
O: -2.66384 -1.41360 -0.97930  -0.651
O: -1.96594 -0.14648 0.76622  -0.507
C: -5.05848 1.49295 2.52517  1.346
C: -5.96017 0.64309 1.65705  -1.412
H: -6.31906 3.45126 0.83152  0.324
H: -7.42058 3.13516 2.24436  0.361
H: -6.49003 4.66159 2.14295  0.363
H: -4.69302 4.74565 3.58554  0.308
H: -2.84571 3.74592 4.83149  0.428
H: -2.36447 1.36605 4.65465  0.386
H: -3.11570 -0.76229 4.12370  0.454
H: -5.12336 -2.28697 4.24251  0.445
H: -6.14418 -4.20206 3.10012  0.403
H: -5.75703 -4.56030 0.68966  0.414
H: -4.32114 -3.06996 -0.56974  0.502
H: -5.39139 0.23618 0.80505  0.231
H: -6.41416 -0.16664 2.26459  0.282
H: -6.80509 1.18991 1.20193  0.464

Atoms 1-6, force components in eV/Å:
C -0.08 0.23 -0.04
C -0.36 0.77 0.11
N -0.47 -0.01 -2.61
C 0.19 -0.73 -0.64
C 0.11 -0.04 0.44
C 0.17 -0.19 0.44

---

(2)
An isolated ion of composition C9H19N2 and charge +1 at a distorted geometry. Source: the OMol25 dataset; level of theory: the ωB97M-V functional and the def2-TZVPD basis.

SMILES string: CC[C@@H]1NC[C@]2(C)C[N@+]12CC
Gap between HOMO and LUMO: 11.09 eV
LUMO level: -2.360 eV
Charge: +1
Relative energy (zero: lowest compared OMol25 entry of this formula, charge and spin): 89.8 kcal per mole
Highest occupied orbital energy: -13.45 eV

Each line ends with the natural charge from an NBO analysis.
Element x y z (Å)
C: 0.71689 2.50026 2.16823  -0.629
C: 0.25691 1.04990 1.85464  -0.414
C: 0.39668 0.80498 0.35146  0.145
N: -0.28825 1.76786 -0.51501  -0.650
C: -0.21098 1.23706 -1.84745  -0.226
C: -0.50288 -0.30315 -1.62189  0.151
C: -0.09105 -1.26003 -2.74594  -0.645
C: -1.43935 -0.45009 -0.53468  -0.249
N: -0.06646 -0.51450 -0.20721  -0.235
C: 0.59143 -1.81642 0.25019  -0.181
C: -0.14241 -2.26161 1.52386  -0.663
H: 1.40146 2.95036 1.33659  0.207
H: 1.18433 2.73458 3.13023  0.251
H: -0.12347 3.21062 1.98076  0.230
H: -0.82524 0.80606 2.19386  0.212
H: 0.87545 0.35262 2.26746  0.208
H: 1.54827 0.80802 0.40497  0.200
H: 0.01209 2.72674 -0.59118  0.417
H: 0.82477 1.11352 -2.31107  0.189
H: -1.00944 1.49849 -2.50744  0.235
H: -0.19829 -2.23050 -2.41253  0.221
H: 0.95638 -1.10633 -3.21005  0.257
H: -0.93473 -1.21590 -3.60166  0.268
H: -2.07267 0.30539 -0.20054  0.263
H: -2.13288 -1.40625 -0.37675  0.245
H: 0.56678 -2.39342 -0.59271  0.223
H: 1.70008 -1.46933 0.31408  0.233
H: -0.30406 -1.56524 2.41942  0.253
H: -1.18358 -2.77581 1.30066  0.237
H: 0.49423 -3.09789 1.77969  0.248

Atoms 1-6, force components in eV/Å:
C -0.15 1.65 -2.27
C -3.61 1.55 -0.78
C 2.31 1.29 0.85
N 0.43 -0.44 -0.63
C 1.14 -3.88 -0.36
C 1.21 1.82 -1.46

---

(3)
C39H26N2OPReS2 as an isolated structure. Source: the OMol25 dataset; level of theory: the ωB97M-V functional and the def2-TZVPD basis.

Gap between HOMO and LUMO (spin up / spin down): 5.24 / 3.90 eV
Spin multiplicity: 4
LUMO level (spin up / spin down): -9.835 / -11.187 eV
Charge: +3
Relative energy (zero: lowest compared OMol25 entry of this formula, charge and spin): 0.0 kcal per mole
Highest occupied orbital energy (spin up / spin down): -15.08 / -15.09 eV
Expectation value of S²: 3.7870

Each line ends with the Mulliken spin population.
Element x y z (Å)
Re: -0.04624 -0.48790 -0.07686  3.066
S: -3.35930 5.78804 -1.09923  0.000
C: -2.64330 6.69149 -2.34505  -0.004
C: -1.66696 5.99446 -2.99646  0.002
C: -1.49274 4.70122 -2.45767  -0.003
C: -2.33746 4.44038 -1.40579  0.001
C: -2.44624 3.21030 -0.63217  -0.008
C: -1.41904 2.26304 -0.68847  0.035
N: -1.45011 1.07871 -0.06472  0.097
C: -2.55965 0.78212 0.69424  0.062
C: -3.61143 1.68408 0.84876  -0.003
C: -4.73512 1.30670 1.66549  0.000
C: -4.78682 0.09940 2.26525  -0.003
C: -3.71479 -0.84646 2.10496  0.000
C: -3.70873 -2.11937 2.68892  0.034
C: -2.64643 -2.99776 2.50001  0.008
C: -1.58501 -2.53918 1.70102  -0.001
N: -1.56705 -1.33045 1.13103  0.004
C: -2.62022 -0.48440 1.32509  -0.179
C: -2.60964 -4.32470 3.08996  0.000
C: -3.55416 -4.90391 3.90159  -0.001
C: -3.20705 -6.21050 4.30689  0.001
C: -2.00522 -6.60538 3.79810  -0.004
S: -1.29497 -5.40771 2.82340  0.000
C: -3.53497 2.90781 0.17534  0.043
H: -2.98205 7.69589 -2.54509  0.000
H: -1.10866 6.39358 -3.82939  0.000
H: -0.79312 3.98230 -2.86629  -0.001
H: -0.54083 2.49042 -1.26784  -0.035
H: -5.54559 2.01396 1.78277  0.000
H: -5.63791 -0.17809 2.87294  0.000
H: -4.55444 -2.41614 3.29578  0.000
H: -0.72785 -3.17317 1.52537  -0.014
H: -4.47007 -4.41975 4.20926  0.000
H: -3.81498 -6.83090 4.94704  0.000
H: -1.50325 -7.54827 3.94694  0.000
H: -4.35605 3.60923 0.27075  0.000
O: 0.94500 -2.35213 0.09860  -0.053
C: 1.68469 -1.52803 -0.42433  -0.165
C: 2.97241 -1.29401 -0.91980  0.021
C: 4.01523 -2.23629 -0.99165  0.002
C: 5.23859 -1.79368 -1.44279  0.002
C: 5.41506 -0.45052 -1.79597  0.010
C: 4.37800 0.48253 -1.72150  -0.008
C: 3.14071 0.05511 -1.29415  0.010
P: 1.61362 1.05098 -1.14626  0.147
C: 1.99973 2.41638 -0.05203  -0.019
C: 1.84073 3.75530 -0.40192  -0.002
C: 2.14414 4.74242 0.52565  0.006
C: 2.59682 4.39754 1.79109  -0.002
C: 2.75069 3.06093 2.14635  0.018
C: 2.45287 2.07075 1.22785  -0.018
C: 1.14838 1.56644 -2.79710  -0.072
C: 0.01157 1.00721 -3.38761  -0.018
C: -0.33432 1.33553 -4.68771  0.024
C: 0.45722 2.22401 -5.40420  0.002
C: 1.59404 2.77824 -4.82776  0.000
C: 1.94745 2.45072 -3.52913  -0.001
H: 3.85807 -3.26516 -0.69592  0.000
H: 6.07090 -2.48006 -1.51569  0.000
H: 6.38934 -0.12404 -2.13774  0.000
H: 4.56010 1.51326 -1.99439  0.000
H: 1.48074 4.03657 -1.38246  -0.001
H: 2.02823 5.78350 0.25639  0.000
H: 2.83485 5.17338 2.50630  0.000
H: 3.10869 2.79794 3.13224  0.000
H: 2.60340 1.02912 1.50256  -0.024
H: -0.61920 0.31427 -2.83591  0.039
H: -1.21304 0.90032 -5.14346  0.001
H: 0.19000 2.48201 -6.42025  0.000
H: 2.20955 3.46428 -5.39380  0.000
H: 2.83964 2.88628 -3.09674  0.001

Atoms 1-6, force components in eV/Å:
Re -0.02 -0.58 0.30
S 0.01 0.05 0.10
C -0.01 0.03 -0.08
C -0.01 -0.01 0.05
C 0.09 -0.04 -0.05
C -0.03 0.00 0.02

---

(4)
One molecule with the formula C7H12N2 at a distorted geometry. Source: the OMol25 dataset; level of theory: the ωB97M-V functional and the def2-TZVPD basis.

SMILES string: [H]/N=C/N1[C@@H](C)[C@@H]1/C=C\C
Gap between HOMO and LUMO: 10.02 eV
LUMO level: 1.030 eV
Relative energy (zero: lowest compared OMol25 entry of this formula, charge and spin): 55.6 kcal per mole
Highest occupied orbital energy: -8.99 eV

Each line ends with the natural charge from an NBO analysis.
Element x y z (Å)
H: 2.64916 2.54758 0.08224  0.341
N: 2.41912 1.63506 -0.19471  -0.688
C: 1.17918 1.44816 -0.36721  0.287
N: 0.69744 0.20893 -0.72597  -0.422
C: 1.08947 -1.06223 -0.34086  -0.041
C: 2.42133 -1.26665 0.34853  -0.645
C: -0.14833 -0.56502 0.26954  -0.115
C: -1.44921 -1.06737 -0.28186  -0.222
C: -2.53313 -0.32035 -0.38665  -0.128
C: -2.77211 1.01129 0.30890  -0.656
H: 0.34949 2.12439 -0.21323  0.154
H: 1.05733 -1.86362 -1.14843  0.199
H: 3.25202 -1.30024 -0.41061  0.225
H: 2.88006 -0.47235 1.04226  0.240
H: 2.43057 -2.20594 0.91160  0.208
H: -0.19000 -0.22131 1.34052  0.219
H: -1.49611 -1.94964 -0.82730  0.204
H: -3.40966 -0.69074 -0.90138  0.194
H: -3.76292 1.10840 0.67225  0.219
H: -2.10250 1.08290 1.19855  0.205
H: -2.56120 1.81876 -0.37618  0.220

Atoms 1-6, force components in eV/Å:
H 0.17 1.66 0.27
N -0.28 -1.02 -0.59
C 0.85 -0.97 0.70
N -2.52 0.86 -0.26
C 2.95 -2.09 -0.14
C 2.22 0.65 1.01

---

For each record above, in turn, the calculated calculated total energy values are -2528.2383, -463.4808, -2901.6086, -383.3347 Eh.